Entry 1:
The following is a quantum chemistry calculation of a cluster of 8 separate species, C41H58N8O6 in total, from OMol25.

Values from the calculation:
Calculated total energy (eV): -67661.162
SMILES: CCOC(=O)CCCC(=O)O[C@H](N)CCOC(=O)CC.c1cc[nH]c1.c1cc[nH]c1.c1cc[nH]c1.c1cc[nH]c1.c1cc[nH]c1.c1cc[nH]c1.c1cc[nH]c1
LUMO energy (hartree): 0.0014
Net charge: 0

The geometry in XYZ format:
```
113
Properties=species:S:1:pos:R:3:forces:R:3:mulliken_charge:R:1
H 0.68739 -3.28727 5.23873 0.14 0.15 0.08 0.430
H 0.06539 -4.09878 0.59098 0.18 -0.40 -0.28 0.197
H 0.51413 -5.60833 1.16113 0.06 0.04 0.02 0.317
H -8.77008 -3.89180 -6.29401 0.03 0.02 0.01 0.182
C 9.42766 2.37656 -3.33598 0.01 0.05 -0.01 -0.339
C 9.19801 1.13400 -2.68613 -0.02 0.00 0.02 -0.533
C -6.77981 -1.66219 -5.21984 -0.01 -0.03 0.01 -0.286
H 4.97175 -3.21320 -4.05052 0.00 0.01 -0.01 0.399
H 9.83169 0.65793 -1.95642 -0.01 0.00 -0.01 0.405
C -8.34249 -1.88990 -6.81879 -0.09 -0.07 -0.02 -0.416
H -7.03858 -3.75608 -4.48103 -0.17 0.34 -0.28 0.770
C 3.67585 5.72288 4.72436 -0.07 0.00 -0.01 -0.486
H 5.09537 2.39130 -2.09968 0.03 0.01 0.04 0.742
O -5.98825 -4.39407 -2.95093 -1.30 -1.77 -1.71 -0.548
H -0.93049 -5.01881 4.43183 -0.03 0.05 0.15 0.360
C 4.25772 -1.22209 -3.31109 0.02 0.02 0.03 -0.269
H -4.61830 -1.61718 -1.76649 0.05 -0.17 -0.16 0.383
C -3.88803 -5.13862 -0.49961 0.07 0.49 -0.74 -0.723
H 4.49547 -2.12933 -6.48605 0.01 -0.01 0.02 0.413
H -0.89144 -2.77132 4.73969 -0.01 0.50 -0.37 0.100
H -2.33362 -3.93732 0.43812 -0.09 0.15 -0.11 0.140
C -0.70008 7.97272 1.28188 -0.02 -0.01 0.01 -0.479
C -0.12923 0.06731 0.77678 0.11 -0.18 -0.45 -1.225
H -6.19982 -0.91717 -1.59147 -0.40 -0.34 -0.32 0.370
N -8.23267 -3.06276 -6.11920 0.08 0.13 -0.04 0.012
H 2.98814 5.88792 2.73295 0.04 0.04 0.02 0.192
C -2.16525 -6.00630 1.10829 0.23 2.63 0.40 0.270
C 1.22923 7.85068 0.13284 0.09 -0.03 -0.01 -0.436
H 6.65541 1.42429 -4.57528 0.01 -0.06 0.05 0.184
H 4.31713 -1.29826 -2.23771 -0.01 0.02 -0.01 0.501
C 0.41731 8.71641 0.81364 0.02 0.01 0.00 -0.454
H 3.65798 0.19732 -6.09498 -0.03 -0.04 0.02 0.199
H 0.54193 0.60752 0.11165 0.13 -0.11 -0.16 0.332
O -6.14968 -2.97831 -1.29662 0.44 0.42 -0.16 -0.340
C -3.17208 -1.01135 6.34865 -0.04 0.01 0.02 -0.732
H -4.60159 -0.77070 8.04614 0.02 -0.01 -0.01 0.391
N 2.50520 3.36185 -0.38348 0.05 0.08 -0.04 0.208
C 4.33919 2.60169 -1.36017 0.01 0.02 -0.07 -0.256
C -5.53961 -1.68226 -1.19525 0.21 0.45 1.42 -0.219
C -4.02173 -4.19045 -1.71441 0.15 0.86 1.16 -0.359
H -4.65383 -4.92783 0.24211 -0.07 0.02 0.11 0.369
H -9.04058 -1.79259 -7.63298 0.01 0.03 0.01 0.373
H -4.01705 -6.14490 -0.87635 -0.02 -0.32 0.30 0.321
H -5.81821 -2.09738 0.88578 0.06 -0.17 0.19 0.288
H 8.15694 3.41312 -4.84769 0.03 0.00 0.01 0.367
H 1.02638 5.78273 -0.24095 0.03 0.11 -0.09 0.155
H 2.81936 3.82426 -2.44535 0.02 -0.01 0.00 0.422
H 5.09101 1.59441 0.49560 0.00 0.02 -0.01 0.464
C -4.47324 0.14239 4.92851 -0.05 -0.03 0.07 -1.009
H -5.75664 -0.40204 0.52246 0.31 0.21 0.20 0.394
H -1.53220 8.34685 1.85452 0.01 0.00 -0.01 0.393
O -1.08374 -1.09293 3.03453 -2.27 0.36 0.78 -0.595
H -0.43719 0.77814 1.53497 -0.23 -0.06 0.15 0.355
C -2.48305 -4.94659 0.06222 0.04 -0.31 0.43 0.030
H 2.81412 2.58521 1.57770 0.05 0.00 0.01 0.540
C -0.77305 -4.55687 2.37058 0.26 -0.38 0.95 0.395
H 6.46573 4.06035 4.18599 -0.01 0.01 -0.01 0.408
N 7.51534 1.53362 -4.06811 0.02 0.07 0.06 0.080
C -4.29630 -0.61582 7.02501 -0.03 -0.04 0.05 -0.511
C 5.52985 4.59224 4.14106 0.00 -0.01 -0.01 -0.566
H 1.62577 3.81855 -0.23692 -0.05 -0.17 0.01 0.172
C -7.28059 -2.93588 -5.14499 -0.09 -0.23 0.00 -0.623
C 3.19811 3.32990 -1.56623 -0.04 -0.01 -0.04 -0.937
C -7.45420 -0.99832 -6.28210 0.03 0.05 -0.01 -0.774
C 4.33809 2.18364 -0.00094 -0.01 -0.03 -0.02 -0.556
H -6.01304 -1.25005 -4.58343 0.00 -0.01 -0.01 0.445
H 0.60202 9.76745 0.96025 0.00 -0.01 -0.01 0.409
H -3.50465 -4.57074 -2.58483 -0.15 -0.27 -0.21 0.405
H 0.67926 -5.20091 3.81422 0.27 0.16 -0.12 0.308
O 0.75312 -2.26147 3.49766 -0.04 -0.82 -0.10 -0.404
H 1.60770 -0.81641 1.57183 0.29 -0.48 0.00 0.271
C 8.00985 0.64224 -3.15598 -0.08 -0.12 -0.01 -0.367
N 0.64757 6.61093 0.17490 -0.06 0.06 0.08 0.066
H -1.80465 -5.13409 -0.76784 0.31 0.15 0.01 0.229
H 2.16606 8.00650 -0.37487 -0.01 0.01 0.01 0.370
C 3.83127 -0.12589 -4.01237 0.00 0.17 -0.04 -0.621
C -5.28861 -1.35640 0.29809 -0.41 -0.07 -0.79 -1.031
C 4.60019 -2.22382 -4.25959 -0.01 -0.02 -0.04 -0.561
N -5.08522 0.08217 6.15386 0.03 0.03 -0.04 0.049
N 3.69440 5.55679 3.36582 0.04 -0.02 0.01 0.088
C 0.05333 -3.15956 4.36649 0.30 -0.71 0.93 -0.314
C -0.02469 -1.50408 2.72899 1.87 0.06 -1.78 0.455
H -1.14380 5.80417 1.01120 -0.01 0.03 0.01 0.375
C 4.36956 -1.70324 -5.50527 0.02 0.02 -0.05 -0.524
H -7.30286 0.01606 -6.61316 -0.01 -0.01 0.00 0.380
H -4.23424 -1.35682 0.55394 0.08 0.06 0.16 0.076
H 7.47438 -0.26298 -2.92289 0.00 0.01 -0.02 0.383
H 5.02310 4.64411 1.96874 0.01 -0.03 0.02 0.480
C 4.80056 5.13232 5.23520 -0.02 0.02 0.03 -0.442
H -2.56607 -0.66431 4.21365 -0.35 0.09 0.38 0.718
N 3.90582 -0.42473 -5.34729 0.04 -0.06 0.04 -0.007
C 3.19600 2.67013 0.57375 -0.08 -0.07 0.13 -0.782
C -3.28243 -0.52987 5.01464 0.02 0.03 -0.17 0.237
N 0.29545 -4.65081 1.40546 -0.61 0.67 -0.11 -0.488
H -5.97524 0.48781 6.37764 0.03 -0.01 0.00 0.183
H 10.27092 3.03301 -3.19890 -0.01 0.00 0.00 0.401
H 5.07220 5.09250 6.27702 0.00 0.01 -0.01 0.390
H 0.59358 -1.98221 0.70154 0.15 -0.21 0.11 0.049
C 0.58461 -1.14068 1.38542 0.33 1.19 0.54 0.132
H 3.48261 0.83780 -3.67939 0.00 -0.03 0.06 0.477
C -0.18846 -4.54812 3.78562 -0.68 -0.17 -0.15 -1.007
H 2.86682 6.24421 5.20722 0.01 -0.01 0.01 0.380
H -2.35795 -1.58256 6.76502 -0.01 0.02 0.02 0.398
H -3.49916 -3.27284 -1.43610 -0.05 0.14 -0.05 0.314
H -1.38889 -3.66838 2.22914 0.26 0.21 -0.22 0.336
C -5.45479 -3.86835 -2.05140 1.12 0.70 0.85 0.162
H -4.93806 0.65663 4.10415 0.02 -0.01 0.00 0.387
O -1.68217 -5.69441 2.33735 0.60 0.71 -0.34 -0.430
C -0.53152 6.67897 0.87016 0.01 -0.08 0.01 -0.418
O -2.38691 -7.11966 0.87039 -0.82 -3.84 -0.74 -0.531
H -0.98181 -0.24964 0.17991 -0.24 0.17 0.14 0.237
C 8.37183 2.59649 -4.17938 -0.05 0.00 -0.07 -0.582
C 4.82306 4.87192 3.00246 -0.04 0.01 -0.10 -0.436
```
Positions in Å, forces in eV/Å.

=====

Entry 2:
The following is a quantum chemistry calculation of a cluster of 9 separate species, C41H59Br2N13O2P in total, from OMol25.

Values from the calculation:
Calculated total energy (eV): -216299.883
LUMO energy (hartree): -0.2337
Net charge: +1

The geometry in XYZ format:
```
118
Properties=species:S:1:pos:R:3:forces:R:3:mulliken_charge:R:1
H -1.99346 -5.44946 -5.54685 0.06 0.09 -0.05 0.480
H -3.93458 3.94972 4.13207 0.00 -0.05 -0.10 0.573
C 1.24090 3.73450 -1.08616 1.20 0.74 -0.30 -0.232
C 3.85818 0.01971 -7.53072 0.01 -0.04 -0.02 -0.323
C -1.39031 -2.23499 -5.94798 -0.08 0.10 0.07 -0.506
H 0.38219 -3.28257 -2.56045 -0.02 -0.14 0.00 0.583
H 5.56731 2.49474 -2.01694 -0.63 -0.81 -0.28 0.426
H 4.01631 2.22744 -0.30185 -0.18 -1.45 -1.23 0.579
H 2.65860 2.73824 -4.01851 0.04 0.19 0.75 0.463
C -2.88894 1.19655 2.65302 0.17 -0.10 0.00 -0.596
C -0.27667 -4.09917 -5.41429 0.05 -0.08 0.10 -0.607
H -0.81734 1.76527 -1.12512 -0.32 0.36 -1.52 0.063
C -4.17943 2.96496 2.19417 -0.07 0.13 -0.07 -0.585
N 2.66629 -0.47968 -3.67323 -0.40 -0.37 1.54 -0.529
H 7.39946 -6.54880 8.63367 -0.04 0.04 -0.10 0.381
H 0.79796 0.79872 -0.07222 0.70 0.13 0.19 0.288
Br 2.12624 6.76185 -1.16010 -0.46 -1.20 0.07 -0.186
H -2.36734 1.80351 4.68949 -0.05 0.00 -0.09 0.414
Br 4.83708 -0.15599 -0.76306 -0.49 0.90 -0.10 -0.051
C 3.11191 -7.59962 3.63314 0.24 -0.05 0.10 -0.733
H 4.97886 -6.77860 7.42163 0.11 0.03 -0.01 0.363
N -6.05162 3.17942 6.16118 -0.05 0.04 -0.01 0.070
H 4.27017 0.94621 -7.15971 -0.01 -0.09 -0.07 0.352
N 4.48550 4.64570 -2.22148 0.23 -1.02 -0.10 -0.238
C 0.09044 -4.82692 0.35655 -0.28 -0.09 0.17 -0.184
H -9.96395 6.39671 2.43502 0.12 0.02 -0.01 0.384
H -1.27440 0.76977 -2.60674 0.48 1.60 0.71 0.321
H 8.96867 -5.15811 6.91043 -0.11 -0.03 -0.02 0.381
H -4.82813 3.58509 1.59317 0.01 -0.01 0.14 0.523
N -8.43190 5.81330 3.80261 0.06 0.09 -0.12 0.098
H -3.34502 -3.18637 -6.19545 0.12 0.00 -0.01 0.430
P 1.92715 -0.32876 -2.23774 1.32 -0.60 -2.62 0.394
H 3.27484 -1.31443 -3.62467 -0.23 0.68 -0.32 0.208
N 4.17192 -6.79740 1.85624 -0.07 0.00 0.06 0.010
C 3.91951 3.45358 -2.58266 -0.46 -2.99 -0.89 0.032
H -8.99723 5.36974 4.50857 0.17 0.11 -0.07 0.209
C -1.58764 -4.45155 -5.62572 0.20 -0.13 0.13 -0.539
H -5.64919 6.83640 2.44323 -0.09 0.00 0.05 0.435
C -6.31136 4.76100 7.69586 0.27 0.04 0.02 -0.516
H -5.62584 2.48373 5.56871 -0.06 0.15 0.05 0.219
H 2.40221 0.79600 0.50711 -1.10 0.11 -0.02 0.389
H 0.58429 -4.69156 -5.14260 -0.10 0.02 -0.05 0.423
C 5.88281 -6.30001 7.07624 -0.02 -0.05 0.01 -0.409
H 0.30982 3.46789 -0.48616 1.48 0.41 -0.71 0.500
H 2.91253 -8.10411 4.56723 0.03 0.02 -0.11 0.438
H 0.54931 1.46072 -3.93556 -0.01 1.08 1.57 0.354
C -7.37857 3.51272 6.16090 -0.08 -0.11 0.06 -0.861
N -1.09940 -4.34664 -1.45415 0.05 0.08 0.12 0.080
C 7.93652 -5.44101 6.76405 0.07 0.14 -0.22 -0.417
C 3.29350 -1.84418 -8.65461 -0.14 -0.15 0.06 -0.633
C 0.33230 2.23668 -3.10217 -0.38 0.88 -0.30 -1.450
C 2.53066 -1.77658 -7.51432 0.07 -0.04 -0.04 -0.368
C -2.89349 2.00054 3.76679 0.11 -0.25 -0.08 -0.658
H -8.51376 4.96035 7.34703 0.09 -0.05 0.01 0.423
C 0.99291 5.18932 -1.71445 -4.00 0.56 -3.62 0.053
C -7.07007 5.93739 3.84452 0.15 -0.08 0.05 -0.123
N 5.92796 -5.68621 5.85316 0.01 0.06 0.04 0.036
C 4.33260 -7.52094 3.00793 0.12 0.01 0.09 -0.680
C -3.71175 3.12092 3.47572 -0.17 0.16 -0.14 -0.377
N 2.88357 -0.64341 -6.83450 -0.10 0.12 -0.03 0.206
H -8.07055 3.02572 5.49012 0.05 0.02 0.09 0.396
C 4.13595 -0.70508 -8.66529 0.08 0.22 0.09 -0.597
H 4.35410 4.93833 -1.23489 0.62 -0.25 -0.79 0.244
N -0.16604 -2.74733 -5.60720 -0.09 -0.02 0.10 0.315
H -4.32856 3.82907 7.24093 -0.11 0.02 0.03 0.394
C 1.61819 2.61250 -2.21849 -1.04 1.06 0.37 -0.502
H 5.29956 -7.91499 3.28303 -0.11 0.01 0.01 0.442
H 1.77036 -2.43638 -7.12779 0.13 -0.02 -0.25 0.388
H 4.90389 -6.57739 1.20034 -0.14 -0.11 0.12 0.195
H -1.86483 -4.29352 -2.10819 0.17 -0.04 0.03 0.226
O -2.59154 3.72786 -1.60859 -0.09 -1.27 -0.29 -0.460
H 7.41295 -4.62272 4.74840 0.01 -0.06 0.10 0.353
H 0.37235 -5.20864 1.32647 -0.07 0.05 -0.10 0.387
C 2.30643 1.37963 -1.44525 -0.72 -0.91 0.87 0.761
H -2.39808 0.25492 2.45725 -0.07 0.07 0.07 0.470
H 4.95180 5.28319 -2.87934 -1.14 -0.09 0.32 0.253
H -2.08919 3.35894 -3.61475 0.08 -0.87 1.54 0.269
H 2.19421 3.82866 -0.43563 -1.89 -0.16 -0.57 0.538
N 1.69456 1.30586 -0.05161 1.35 -0.35 -0.88 -0.589
H 2.48550 -0.34459 -5.95545 0.23 -0.09 0.05 0.166
C 2.17869 -6.90266 2.82588 -0.06 0.19 -0.23 0.048
H 4.86384 -0.44349 -9.41919 -0.08 -0.03 0.08 0.381
N 4.63080 2.17262 -2.35210 -1.92 5.19 1.07 -0.080
C 2.86050 -6.42079 1.73481 0.02 0.08 -0.02 -0.226
H 1.94162 -3.81682 -0.39724 -0.05 -0.06 -0.02 0.531
C -2.29320 -3.27006 -5.96437 -0.05 0.29 0.01 -0.611
C -0.97944 1.83229 -2.25305 -0.45 -0.67 -1.31 -0.024
C 0.90874 -4.10051 -0.54329 0.01 0.21 -0.17 -0.687
H -2.04769 -5.43952 0.11455 0.13 0.01 -0.01 0.414
C -7.57092 4.49065 7.10685 -0.18 -0.13 -0.18 -0.136
O 0.08877 5.46813 -2.54193 4.27 -1.71 3.96 -0.421
N 2.57187 3.33682 -3.16842 2.52 -0.75 0.30 -0.208
C -2.25081 2.77189 -2.64048 -0.53 -0.60 -0.13 -0.618
H 0.68318 -2.21324 -5.51378 -0.17 -0.09 0.05 0.184
H -3.15941 2.08328 -2.84668 1.45 1.02 0.37 0.315
H -3.84326 1.42741 0.77598 -0.07 -0.03 0.25 0.222
H -1.51287 -1.18091 -6.14766 -0.01 -0.12 -0.04 0.446
H 2.52734 -5.84356 0.88613 0.02 -0.13 0.08 0.082
C 7.11755 -6.16691 7.66351 -0.23 -0.10 0.08 -0.456
C -6.66835 6.59028 2.70404 0.10 -0.13 0.18 -0.618
H -7.88101 7.38276 0.99612 -0.02 -0.04 0.10 0.397
C 7.17516 -5.15537 5.65697 0.03 0.00 -0.04 -0.445
H 0.05165 3.20326 -3.67934 0.67 -1.48 1.05 0.595
H 3.24955 -2.62602 -9.39852 0.00 0.08 0.08 0.413
H -3.23644 3.28615 -1.01601 0.63 0.57 -0.47 0.266
C -8.90656 6.38690 2.65275 -0.04 -0.02 -0.05 -0.526
C -7.83315 6.87553 1.94870 -0.27 0.00 -0.11 -0.457
H -6.50503 5.55040 4.67922 -0.06 0.08 -0.06 0.228
H 2.28196 -1.40847 -1.33326 -0.58 1.15 -0.11 -0.002
H 5.16237 -5.63286 5.19926 0.11 -0.08 0.11 0.211
C -5.39202 3.93924 7.09035 0.03 0.01 0.00 -0.430
C 3.88633 1.52577 -1.21593 -0.71 0.38 0.86 -0.787
H 0.51394 -0.45393 -2.46050 0.51 0.48 0.95 0.031
H 1.12464 -6.76911 3.02123 0.10 -0.05 -0.02 0.425
H -6.10023 5.47797 8.47558 -0.02 -0.08 -0.09 0.418
C 0.14585 -3.81540 -1.65064 -0.02 0.12 -0.11 -0.522
C -1.14412 -4.96046 -0.23087 0.04 0.01 -0.04 -0.807
N -3.66996 1.79339 1.69803 0.05 0.07 0.03 0.025
```
Positions in Å, forces in eV/Å.